Record 1
2 unconnected molecules or ions with the total composition C4H12ClP2 in a non-equilibrium geometry. Source: the Open Molecules 2025 dataset; level of theory: the ωB97M-V functional and the def2-TZVPD basis.

## Properties
Net charge: +1
Energy relative to the best compared isomer or geometry (same formula, charge and spin), kcal per mole: 22.4
2S+1: 1
HOMO (spin up / spin down), eV: -13.56 / -12.11

Last column: natural (NBO) charge in e.
Geometry (Å):
C1 0.361 2.357 1.480  -0.97
C2 2.876 -2.180 -0.281  -0.46
C3 -0.506 -1.014 -1.496  -0.90
C4 -2.368 0.740 -0.085  -0.96
P1 1.158 1.010 0.402  0.52
P2 -0.706 -0.041 0.114  1.01
Cl1 -0.962 -1.339 1.443  -0.13
H1 1.227 2.768 1.991  0.26
H2 -0.138 1.764 2.254  0.24
H3 -0.243 3.180 0.944  0.28
H4 3.059 -2.035 -1.272  0.16
H5 2.594 -3.064 0.101  0.16
H6 3.185 -1.473 0.387  0.15
H7 -1.494 -1.623 -1.694  0.28
H8 0.346 -1.541 -1.576  0.26
H9 -0.229 -0.148 -2.177  0.26
H10 -3.114 0.526 0.697  0.29
H11 -2.757 0.287 -1.035  0.28
H12 -2.289 1.830 -0.195  0.27

Atoms 1-6, force components in eV/Å:
0.4 -0.2 -0.7
-0.2 1.1 0.0
-3.9 3.2 0.4
0.0 0.2 -0.8
-0.6 1.2 0.3
-0.6 0.1 -4.0

=====

Record 2
A molecular structure, C4H12CuN2S. Source: the Open Molecules 2025 dataset; level of theory: the ωB97M-V functional and the def2-TZVPD basis.

## Properties
Net charge: -1
2S+1: 1
HOMO, eV: -1.87

Last column: natural (NBO) charge in e.
Geometry (Å):
Cu1 -0.289 2.189 0.972  0.52
N1 -1.359 -0.805 1.004  -0.91
C1 -1.512 -0.717 -0.453  -0.25
C2 -0.248 -1.104 -1.218  -0.39
C3 0.915 -0.110 -1.127  -0.42
C4 1.630 -0.055 0.231  -0.23
N2 1.457 1.239 0.936  -0.87
H1 -1.923 -1.558 1.375  0.34
H2 -1.715 0.071 1.407  0.42
H3 -1.783 0.316 -0.693  0.24
H4 -2.335 -1.349 -0.807  0.16
H5 -0.512 -1.213 -2.276  0.19
H6 0.096 -2.091 -0.882  0.18
H7 0.550 0.893 -1.367  0.22
H8 1.648 -0.372 -1.897  0.19
H9 2.700 -0.248 0.096  0.16
H10 1.227 -0.827 0.883  0.22
H11 2.178 1.896 0.662  0.37
H12 1.551 1.103 1.937  0.39
S1 -2.275 2.739 1.218  -1.54

Atoms 1-6, force components in eV/Å:
-0.2 -0.1 0.0
0.0 0.1 0.0
0.0 0.0 0.0
0.0 0.0 0.0
0.0 0.0 0.0
0.0 0.0 0.0

=====

Record 3
A molecular structure, C4H12F2InO4 in a non-equilibrium geometry. Source: the Open Molecules 2025 dataset; level of theory: the ωB97M-V functional and the def2-TZVPD basis.

## Properties
Energy relative to the best compared isomer or geometry (same formula, charge and spin), kcal per mole: 2.4
<S²>: 0.8000
2S+1: 2
HOMO (spin up / spin down), eV: -10.25 / -8.28

Last column: Mulliken spin population.
Geometry (Å):
In1 -28.182 -2.565 16.534  0.18
F1 -26.253 -3.063 14.359  0.44
F2 -30.947 -2.522 17.637  0.36
C1 -29.371 -6.145 18.017  0.00
C2 -28.748 -6.326 16.613  0.00
O1 -29.098 -5.320 15.686  0.01
O2 -28.900 -4.836 18.307  0.00
H1 -28.982 -6.912 18.687  0.00
H2 -30.432 -6.350 18.160  0.00
H3 -29.178 -7.271 16.279  0.00
H4 -27.668 -6.405 16.740  0.00
H5 -29.882 -5.582 15.198  0.00
H6 -29.362 -4.680 19.134  0.00
C3 -30.738 -2.690 13.639  0.00
C4 -30.768 -1.174 13.704  0.00
O3 -30.201 -0.692 14.916  0.01
O4 -29.480 -3.259 13.978  0.01
H7 -30.998 -3.165 12.692  0.00
H8 -31.300 -3.035 14.507  0.00
H9 -31.769 -0.745 13.643  0.00
H10 -30.190 -0.737 12.890  0.00
H11 -30.293 0.262 14.961  0.00
H12 -29.084 -3.636 13.189  0.00

Atoms 1-6, force components in eV/Å:
-1.2 -0.8 -1.1
-0.9 0.3 1.1
1.4 0.0 -0.5
1.6 0.0 -1.5
-1.9 -1.6 0.6
0.7 0.3 0.5

=====

Record 4
A molecular structure, C4H12FInO4 in a non-equilibrium geometry. Source: the Open Molecules 2025 dataset; level of theory: the ωB97M-V functional and the def2-TZVPD basis.

## Properties
Net charge: +2
Energy relative to the best compared isomer or geometry (same formula, charge and spin), kcal per mole: 21.3
2S+1: 1
HOMO, eV: -18.54

Last column: natural (NBO) charge in e.
Geometry (Å):
In1 -0.600 1.580 -0.104  1.76
F1 -0.621 -0.424 -2.022  -0.54
C1 2.578 0.217 -0.719  -0.10
C2 2.355 0.970 -2.052  -0.11
O1 1.523 2.090 -1.814  -0.68
O2 1.369 -0.157 -0.172  -0.66
H1 3.083 0.926 -0.057  0.21
H2 3.261 -0.611 -0.909  0.25
H3 1.797 0.244 -2.649  0.22
H4 3.284 1.327 -2.498  0.25
H5 1.228 2.344 -2.707  0.53
H6 1.027 -1.018 -0.469  0.54
C3 -2.750 -0.611 1.765  -0.12
C4 -1.442 -1.292 1.741  -0.12
O3 -0.354 -0.357 1.552  -0.75
O4 -2.908 -0.048 0.448  -0.68
H7 -2.894 0.041 2.630  0.21
H8 -3.600 -1.303 1.734  0.25
H9 -1.356 -2.035 0.950  0.23
H10 -1.313 -1.844 2.674  0.24
H11 0.150 -0.295 2.376  0.53
H12 -3.818 0.257 0.301  0.53

Atoms 1-6, force components in eV/Å:
0.9 -4.6 -2.0
-0.1 1.9 1.7
1.6 1.1 -0.8
-0.7 -1.4 0.3
-0.7 0.6 0.2
-0.5 0.5 0.9

=====

Record 5
3 unconnected molecules or ions with the total composition C4H12FO2 in a non-equilibrium geometry. Source: the Open Molecules 2025 dataset; level of theory: the ωB97M-V functional and the def2-TZVPD basis.

## Properties
Net charge: -1
Energy relative to the best compared isomer or geometry (same formula, charge and spin), kcal per mole: 6.2
2S+1: 1
HOMO, eV: -3.94

Last column: natural (NBO) charge in e.
Geometry (Å):
F1 -21.869 -23.912 19.759  -0.96
C1 -21.287 -19.750 20.775  -0.64
C2 -22.672 -20.411 20.636  -0.06
O1 -22.621 -21.700 21.236  -0.78
H1 -20.777 -20.076 21.674  0.22
H2 -21.452 -18.667 20.821  0.18
H3 -20.769 -19.962 19.839  0.20
H4 -23.179 -20.404 19.668  0.17
H5 -23.382 -19.939 21.336  0.14
H6 -22.543 -22.399 20.546  0.54
C3 -17.380 -21.487 20.140  -0.64
C4 -18.077 -21.107 18.842  -0.07
O2 -19.301 -21.868 18.802  -0.71
H7 -17.109 -22.538 20.025  0.22
H8 -18.035 -21.358 20.997  0.21
H9 -16.407 -21.000 20.275  0.19
H10 -17.572 -21.440 17.935  0.17
H11 -18.387 -20.063 18.708  0.15
H12 -19.764 -21.694 19.630  0.48

Atoms 1-6, force components in eV/Å:
-0.4 0.7 0.2
-1.4 0.6 -1.4
-0.5 -0.8 2.7
-0.2 0.0 -0.8
0.0 -0.2 -0.1
0.3 0.1 0.0

=====

Record 6
3 unconnected molecules or ions with the total composition C4H12IO3 in a non-equilibrium geometry. Source: the Open Molecules 2025 dataset; level of theory: the ωB97M-V functional and the def2-TZVPD basis.

## Properties
Net charge: -1
Energy relative to the best compared isomer or geometry (same formula, charge and spin), kcal per mole: 18.4
2S+1: 1
HOMO, eV: -4.11

Last column: natural (NBO) charge in e.
Geometry (Å):
I1 1.407 1.595 1.146  -0.95
C1 -1.109 1.734 -1.809  -0.65
C2 -1.097 3.290 -1.521  -0.05
O1 0.182 3.829 -1.563  -0.74
H1 -1.885 1.334 -1.156  0.21
H2 -0.132 1.264 -1.702  0.24
H3 -1.382 1.568 -2.851  0.18
H4 -1.604 3.516 -0.583  0.14
H5 -1.750 3.854 -2.187  0.15
H6 0.623 3.302 -0.893  0.49
C3 0.050 -2.493 1.726  -0.08
C4 1.490 -2.784 1.421  -0.09
O2 1.619 -3.184 0.068  -0.72
O3 -0.422 -1.512 0.918  -0.73
H7 -0.081 -2.213 2.771  0.15
H8 -0.608 -3.349 1.578  0.15
H9 1.798 -3.527 2.156  0.14
H10 2.084 -1.872 1.477  0.21
H11 0.837 -3.648 -0.240  0.46
H12 -0.019 -0.704 1.243  0.50

Atoms 1-6, force components in eV/Å:
0.0 0.0 0.1
-0.6 1.6 -0.3
-0.9 -1.0 -0.3
0.2 0.4 -0.2
0.3 -0.6 -0.1
-0.2 0.2 0.6

=====

Record 7
A single C4H12N2 molecule in a non-equilibrium geometry. Source: the Open Molecules 2025 dataset; level of theory: the ωB97M-V functional and the def2-TZVPD basis.

## Properties
Energy relative to the best compared isomer or geometry (same formula, charge and spin), kcal per mole: 57.9
SMILES: CC(C)NCN
2S+1: 1
HOMO, eV: -8.44

Last column: natural (NBO) charge in e.
Geometry (Å):
C1 -0.701 -1.843 0.103  -0.65
C2 -0.339 -0.622 0.968  -0.03
C3 1.119 -1.013 1.487  -0.63
N1 -0.353 0.764 0.301  -0.66
C4 0.137 0.760 -1.098  -0.06
N2 0.131 2.129 -1.524  -0.84
H1 -0.502 -2.849 0.417  0.22
H2 -0.008 -1.853 -0.755  0.21
H3 -1.882 -1.720 -0.123  0.20
H4 -1.044 -0.530 1.948  0.20
H5 1.326 -0.389 2.351  0.21
H6 1.820 -0.764 0.713  0.21
H7 1.236 -2.022 1.931  0.21
H8 -1.191 1.318 0.400  0.37
H9 -0.530 -0.015 -1.554  0.15
H10 1.234 0.365 -1.202  0.17
H11 0.641 2.493 -2.389  0.38
H12 -0.842 2.029 -1.935  0.35

Atoms 1-6, force components in eV/Å:
-3.0 1.6 -1.4
0.1 -0.2 2.5
-1.4 1.3 1.1
1.7 -2.2 0.7
2.4 -2.2 1.2
-3.0 0.8 -3.0

=====

Record 8
A single C4H12N2 molecule in a non-equilibrium geometry. Source: the Open Molecules 2025 dataset; level of theory: the ωB97M-V functional and the def2-TZVPD basis.

## Properties
Energy relative to the best compared isomer or geometry (same formula, charge and spin), kcal per mole: 19.8
SMILES: CC(C)NCN
2S+1: 1
HOMO, eV: -8.23

Last column: natural (NBO) charge in e.
Geometry (Å):
C1 0.641 1.617 0.120  -0.63
C2 -0.552 0.726 -0.364  -0.04
C3 -1.803 1.190 0.362  -0.61
N1 -0.332 -0.672 -0.040  -0.64
C4 0.847 -1.365 -0.544  -0.04
N2 0.899 -2.666 0.074  -0.86
H1 0.379 1.850 1.154  0.20
H2 1.636 1.187 0.147  0.20
H3 0.708 2.540 -0.456  0.20
H4 -0.643 0.797 -1.443  0.18
H5 -1.682 2.271 0.486  0.20
H6 -2.700 1.194 -0.250  0.22
H7 -1.895 0.726 1.337  0.21
H8 -0.499 -0.964 0.912  0.36
H9 0.706 -1.473 -1.622  0.17
H10 1.774 -0.813 -0.354  0.14
H11 1.363 -2.682 0.968  0.36
H12 1.152 -3.462 -0.485  0.38

Atoms 1-6, force components in eV/Å:
-0.8 0.2 0.2
1.5 -0.6 0.9
0.1 1.6 -1.0
-0.1 -0.7 -0.3
-0.5 0.0 -0.1
-0.3 -0.2 0.3

=====

Record 9
A single C4H12N2 molecule in a non-equilibrium geometry. Source: the Open Molecules 2025 dataset; level of theory: the ωB97M-V functional and the def2-TZVPD basis.

## Properties
Energy relative to the best compared isomer or geometry (same formula, charge and spin), kcal per mole: 21.7
SMILES: CNCCCN
2S+1: 1
HOMO, eV: -8.54

Last column: natural (NBO) charge in e.
Geometry (Å):
C1 -0.479 1.469 1.325  -0.42
N1 -1.321 1.071 0.180  -0.63
C2 -0.649 0.538 -0.987  -0.22
C3 -0.298 -0.961 -0.981  -0.42
C4 0.642 -1.411 0.157  -0.21
N2 1.919 -0.749 0.160  -0.87
H1 -0.775 0.914 2.209  0.19
H2 -0.534 2.551 1.496  0.19
H3 0.586 1.308 1.141  0.18
H4 -1.985 0.376 0.496  0.35
H5 0.181 1.162 -1.328  0.19
H6 -1.363 0.621 -1.817  0.19
H7 -1.241 -1.513 -0.907  0.19
H8 0.192 -1.218 -1.924  0.20
H9 0.072 -1.306 1.092  0.16
H10 0.821 -2.482 0.050  0.19
H11 1.946 0.192 -0.188  0.37
H12 2.722 -1.316 -0.026  0.38

Atoms 1-6, force components in eV/Å:
0.2 0.4 -0.7
0.4 0.0 0.5
-0.6 -0.4 -1.0
0.7 0.1 0.5
-0.8 -0.2 -0.5
-0.1 0.1 0.7

=====

Record 10
A single C4H12N2 molecule. Source: the Open Molecules 2025 dataset; level of theory: the ωB97M-V functional and the def2-TZVPD basis.

## Properties
Energy relative to the best compared isomer or geometry (same formula, charge and spin), kcal per mole: 10.3
SMILES: CNC[C@H](C)N
2S+1: 1
HOMO, eV: -8.76

Last column: natural (NBO) charge in e.
Geometry (Å):
C1 -1.078 1.555 1.872  -0.41
N1 -1.130 0.596 0.776  -0.62
C2 0.161 -0.009 0.509  -0.23
C3 0.127 -0.912 -0.722  -0.06
C4 1.493 -1.528 -0.932  -0.61
N2 -0.261 -0.187 -1.938  -0.86
H1 -0.336 2.345 1.723  0.16
H2 -0.817 1.027 2.784  0.19
H3 -2.055 2.009 2.014  0.20
H4 -1.469 1.041 -0.068  0.35
H5 0.428 -0.582 1.401  0.19
H6 0.961 0.736 0.343  0.15
H7 -0.669 -1.661 -0.592  0.20
H8 2.166 -0.775 -1.339  0.20
H9 1.910 -1.885 0.012  0.21
H10 1.490 -2.372 -1.618  0.22
H11 0.321 0.608 -2.151  0.36
H12 -1.242 -0.005 -2.075  0.37

Atoms 1-6, force components in eV/Å:
-0.1 -0.2 -0.3
0.0 0.1 0.0
-0.2 0.0 0.1
-0.7 0.4 -0.3
0.1 -0.3 0.2
0.3 -0.4 -0.2

=====

Record 11
A single C4H12N2 molecule in a non-equilibrium geometry. Source: the Open Molecules 2025 dataset; level of theory: the ωB97M-V functional and the def2-TZVPD basis.

## Properties
Energy relative to the best compared isomer or geometry (same formula, charge and spin), kcal per mole: 12.9
SMILES: NCCCCN
2S+1: 1
HOMO, eV: -9.01

Last column: natural (NBO) charge in e.
Geometry (Å):
N1 -2.156 -1.398 -0.509  -0.86
C1 -0.807 -0.963 -0.934  -0.22
C2 0.178 -1.043 0.243  -0.42
C3 0.268 0.208 1.093  -0.42
C4 0.625 1.529 0.419  -0.21
N2 2.048 1.575 0.115  -0.85
H1 -2.581 -1.990 -1.206  0.36
H2 -2.770 -0.622 -0.314  0.36
H3 -0.855 0.065 -1.293  0.17
H4 -0.479 -1.597 -1.746  0.19
H5 -0.089 -1.927 0.816  0.22
H6 1.158 -1.373 -0.109  0.19
H7 1.025 0.069 1.872  0.21
H8 -0.634 0.316 1.684  0.21
H9 0.007 1.657 -0.476  0.15
H10 0.380 2.320 1.120  0.19
H11 2.366 0.765 -0.397  0.35
H12 2.318 2.412 -0.379  0.36

Atoms 1-6, force components in eV/Å:
0.4 -0.1 -0.1
-0.5 0.1 0.9
0.3 -0.5 -0.8
0.4 0.0 0.9
-0.1 -0.6 -0.3
0.2 0.1 0.3

=====

Record 12
A single C4H12N2 molecule in a non-equilibrium geometry. Source: the Open Molecules 2025 dataset; level of theory: the ωB97M-V functional and the def2-TZVPD basis.

## Properties
Energy relative to the best compared isomer or geometry (same formula, charge and spin), kcal per mole: 44.5
SMILES: CNCCNC
2S+1: 1
HOMO, eV: -7.76

Last column: natural (NBO) charge in e.
Geometry (Å):
C1 -1.102 2.341 1.492  -0.40
N1 -0.660 1.293 0.593  -0.68
C2 0.659 0.655 0.611  -0.21
C3 0.882 -0.309 -0.523  -0.24
N2 0.011 -1.527 -0.261  -0.62
C4 0.035 -2.333 -1.501  -0.44
H1 -1.046 3.346 1.078  0.17
H2 -2.193 2.116 1.573  0.20
H3 -0.455 2.308 2.381  0.19
H4 -1.201 0.677 -0.019  0.39
H5 0.811 0.171 1.598  0.17
H6 1.432 1.441 0.501  0.17
H7 1.934 -0.419 -0.758  0.19
H8 0.383 0.098 -1.482  0.19
H9 0.467 -2.147 0.409  0.35
H10 -0.333 -3.381 -1.539  0.21
H11 1.057 -2.442 -1.937  0.17
H12 -0.679 -1.888 -2.215  0.19

Atoms 1-6, force components in eV/Å:
-0.7 -1.4 -1.1
1.4 -1.5 -1.8
0.3 2.0 0.9
-3.2 -0.1 -0.9
1.6 -0.9 -1.0
-0.4 -0.4 -1.3

=====

Record 13
2 unconnected molecules or ions with the total composition C4H12N2 in a non-equilibrium geometry. Source: the Open Molecules 2025 dataset; level of theory: the ωB97M-V functional and the def2-TZVPD basis.

## Properties
Net charge: +1
Energy relative to the best compared isomer or geometry (same formula, charge and spin), kcal per mole: 54.5
<S²>: 0.7835
2S+1: 2
HOMO (spin up / spin down), eV: -13.97 / -13.97

Last column: Mulliken spin population.
Geometry (Å):
C1 1.017 -1.226 0.500  0.00
C2 0.865 -0.664 1.942  0.00
C3 1.365 0.784 2.081  0.00
H1 1.743 -2.011 0.454  0.00
H2 1.565 -0.452 -0.124  0.00
H3 0.023 -1.256 0.057  0.00
H4 1.387 -1.326 2.668  0.00
H5 -0.154 -0.808 2.329  0.00
H6 2.051 0.961 2.897  0.00
H7 1.814 1.183 1.185  0.00
H8 0.479 1.455 2.273  0.00
N1 -2.020 0.661 -1.352  0.62
C4 -1.833 0.238 -2.633  -0.10
N2 -0.795 0.567 -3.301  0.50
H9 -2.769 1.246 -0.962  -0.01
H10 -1.220 0.913 -0.760  -0.01
H11 -2.694 -0.331 -3.059  0.02
H12 -0.823 0.067 -4.195  -0.02

Atoms 1-6, force components in eV/Å:
0.7 2.9 0.1
0.7 -0.9 0.6
-1.9 0.8 0.5
-0.6 -1.3 -0.2
-0.6 -0.5 0.6
0.1 -1.2 -0.3

=====

| no. | energy (eV) |
| --- | --- |
| 1 | -35432.475 |
| 2 | -62798.710 |
| 3 | -23135.951 |
| 4 | -20400.080 |
| 5 | -11155.038 |
| 6 | -18587.566 |
| 7 | -7320.517 |
| 8 | -7322.171 |
| 9 | -7322.089 |
| 10 | -7322.581 |
| 11 | -7322.470 |
| 12 | -7321.100 |
| 13 | -7312.081 |